(1)
Below is a molecular structure, C35H75ClIN5O10PS at a distorted geometry, with properties calculated with wB97M-V/def2-TZVPD.

charge = +1
frontier orbital gap = 6.99 eV
total energy = -3901.65714 hartree
lowest unoccupied orbital energy = -0.136 Eh

Last column: Löwdin charge in e.
CARTESIAN COORDINATES (ANGSTROEM)
C  -0.777  -1.213  -4.256  0.012
C  -1.197  -2.296  -4.964  -0.041
C  -2.331  -3.174  -4.536  -0.476
O  -3.491  -2.992  -4.842  0.145
O  -1.970  -4.232  -3.747  0.003
C  -1.696  -3.797  -2.400  -0.177
C  -2.968  -3.664  -1.562  -0.146
C  -3.488  -2.218  -1.443  -0.169
C  -3.163  -1.615  -0.057  -0.183
C  -2.831  -0.123  -0.149  -0.174
C  -1.378  -0.026  -0.688  -0.128
C  -0.343  -0.247  0.422  -0.276
N  0.926  -0.805  -0.062  0.004
C  1.397  -1.766  0.969  -0.179
C  0.892  -3.180  0.639  -0.145
C  0.278  -3.890  1.859  -0.173
C  1.396  -4.447  2.745  -0.194
N  1.002  -4.738  4.138  0.048
C  -0.118  -5.617  4.170  -0.521
C  -1.372  -5.076  4.819  0.003
O  -0.036  -6.724  3.678  0.084
C  1.899  0.188  -0.462  -0.491
O  1.213  1.081  -1.339  -0.128
C  3.036  -0.356  -1.370  -0.283
C  3.836  -1.584  -0.952  -0.073
C  4.005  0.719  -1.891  -0.252
C  4.827  0.218  -3.093  -0.082
C  2.318  1.185  0.725  -0.906
S  3.867  0.682  1.523  0.824
I  2.461  3.255  0.027  1.153
N  1.257  1.196  1.838  -0.217
P  1.349  2.671  2.995  0.704
N  2.774  3.074  3.438  -0.272
C  -0.156  0.947  1.389  -0.696
Cl  -1.142  0.553  2.864  0.780
O  -0.671  2.125  0.791  -0.157
N  -1.749  2.816  1.451  -0.008
O  -1.971  3.800  0.895  0.127
H  -1.432  -0.388  -3.990  0.069
H  0.257  -1.176  -3.915  0.057
H  -0.732  -2.541  -5.917  0.122
H  -1.019  -4.543  -1.992  0.123
H  -1.144  -2.854  -2.403  0.088
H  -2.756  -4.095  -0.584  0.107
H  -3.716  -4.308  -2.018  0.123
H  -4.569  -2.269  -1.537  0.119
H  -3.064  -1.602  -2.233  0.097
H  -4.007  -1.821  0.600  0.118
H  -2.320  -2.193  0.336  0.088
H  -3.502  0.313  -0.879  0.095
H  -3.000  0.421  0.780  0.082
H  -1.179  0.835  -1.309  0.088
H  -1.252  -0.897  -1.332  0.096
H  -0.812  -1.036  0.998  0.095
H  2.477  -1.755  1.110  0.080
H  1.016  -1.526  1.974  0.107
H  0.116  -3.073  -0.118  0.096
H  1.690  -3.789  0.216  0.114
H  -0.316  -3.142  2.394  0.106
H  -0.394  -4.678  1.523  0.118
H  1.781  -5.347  2.277  0.110
H  2.192  -3.706  2.755  0.096
H  0.729  -3.856  4.555  0.101
H  -1.999  -4.588  4.076  0.084
H  -1.094  -4.345  5.575  0.076
H  -1.927  -5.908  5.237  0.087
H  0.750  0.548  -1.995  0.101
H  2.507  -0.665  -2.276  0.139
H  4.595  -1.399  -0.196  0.062
H  4.371  -2.014  -1.794  0.083
H  3.244  -2.410  -0.566  0.052
H  3.441  1.558  -2.285  0.077
H  4.724  1.042  -1.143  0.080
H  5.339  1.062  -3.543  0.079
H  4.142  -0.186  -3.840  0.083
H  5.517  -0.570  -2.815  0.067
H  4.703  1.636  1.093  -0.100
H  1.482  0.403  2.455  0.101
H  0.596  3.673  2.391  -0.007
H  0.609  2.253  4.111  0.012
H  2.867  2.930  4.438  -0.002
C  4.581  -6.021  1.275  -0.049
C  5.016  -4.618  0.882  -0.483
C  6.492  -4.394  1.164  -0.052
O  4.233  -3.647  1.591  -0.090
H  4.730  -6.183  2.345  0.091
H  3.519  -6.166  1.071  0.069
H  5.145  -6.776  0.728  0.087
H  4.817  -4.457  -0.179  0.133
H  6.700  -4.507  2.231  0.086
H  6.788  -3.383  0.881  0.077
H  7.112  -5.103  0.615  0.086
H  4.393  -3.773  2.533  0.091
C  2.491  7.669  1.029  -0.063
C  3.905  7.564  0.477  -0.496
C  4.423  8.917  0.018  -0.059
O  3.934  6.637  -0.613  -0.089
H  1.805  8.031  0.258  0.084
H  2.132  6.689  1.350  0.058
H  2.446  8.351  1.878  0.083
H  4.566  7.158  1.243  0.139
H  3.795  9.317  -0.783  0.084
H  5.434  8.824  -0.378  0.082
H  4.435  9.635  0.838  0.083
H  3.357  6.977  -1.305  0.085
C  -2.620  4.269  -3.109  -0.052
C  -3.359  2.946  -2.978  -0.464
C  -4.853  3.151  -2.804  -0.055
O  -2.846  2.210  -1.857  -0.085
H  -2.759  4.875  -2.209  0.080
H  -1.548  4.101  -3.224  0.078
H  -2.977  4.837  -3.967  0.085
H  -3.173  2.335  -3.862  0.141
H  -5.060  3.721  -1.895  0.075
H  -5.359  2.193  -2.702  0.078
H  -5.281  3.686  -3.652  0.088
H  -3.007  2.750  -1.076  0.059
C  -7.923  3.359  0.371  -0.058
C  -7.397  1.934  0.437  -0.486
C  -7.288  1.450  1.874  -0.061
O  -6.120  1.857  -0.202  -0.074
H  -7.244  4.043  0.889  0.081
H  -7.992  3.693  -0.665  0.080
H  -8.909  3.440  0.828  0.083
H  -8.060  1.273  -0.122  0.141
H  -6.590  2.077  2.437  0.079
H  -6.905  0.429  1.906  0.076
H  -8.255  1.474  2.377  0.083
H  -5.519  2.436  0.279  0.073

(2)
Below is a molecular structure, C14H26N3RuS4, with properties calculated with wB97M-V/def2-TZVPD.

charge = +2
expectation value of S² = 8.77
multiplicity = 6
frontier orbital gap (spin up / spin down) = 9.33 / 5.95 eV
total energy = -2400.41392 hartree
energy relative to the best compared isomer or geometry (same formula, charge and spin) = 0.0 kJ/mol
lowest unoccupied orbital energy (spin up / spin down) = -0.189 / -0.306 Eh

Last column: Löwdin charge in e.
CARTESIAN COORDINATES (ANGSTROEM)
Ru  0.196  0.275  -0.222  0.961
C  -2.233  -1.174  2.195  -0.478
C  -1.448  -0.386  3.223  -0.464
S  -0.401  0.934  2.486  0.847
C  1.230  0.624  3.260  -0.481
C  1.908  -0.702  2.973  -0.445
S  2.051  -1.151  1.190  0.833
C  1.337  -2.842  1.142  -0.484
C  -0.079  -2.972  1.666  -0.461
S  -1.270  -1.868  0.803  0.850
H  -2.977  -0.540  1.710  0.087
H  -2.744  -2.013  2.673  0.102
H  -0.807  -1.017  3.835  0.075
H  -2.152  0.123  3.882  0.096
H  1.098  0.741  4.337  0.102
H  1.834  1.458  2.906  0.061
H  1.415  -1.524  3.484  0.074
H  2.935  -0.648  3.337  0.094
H  2.005  -3.488  1.715  0.101
H  1.397  -3.125  0.088  0.081
H  -0.133  -2.755  2.730  0.070
H  -0.435  -3.992  1.503  0.099
N  -1.413  -0.367  -1.940  -0.091
C  -1.381  0.247  -3.272  -0.252
C  -0.076  -0.046  -4.002  -0.175
C  1.136  0.655  -3.393  -0.250
N  1.626  -0.034  -2.189  -0.050
H  -1.347  -1.381  -2.050  0.075
H  -2.322  -0.169  -1.515  0.090
H  -1.509  1.327  -3.151  0.108
H  -2.211  -0.131  -3.884  0.131
H  -0.192  0.290  -5.031  0.129
H  0.100  -1.125  -4.038  0.120
H  0.875  1.683  -3.120  0.099
H  1.929  0.698  -4.151  0.129
H  2.511  0.389  -1.906  0.082
H  1.819  -1.007  -2.431  0.098
S  -0.416  2.730  -0.528  0.660
C  1.195  3.070  0.040  -0.758
C  1.695  4.346  0.302  -0.048
C  3.002  4.462  0.744  -0.014
C  3.775  3.315  0.892  -0.020
C  3.202  2.088  0.595  -0.156
N  1.946  1.971  0.191  -0.095
H  1.068  5.211  0.163  0.120
H  3.422  5.432  0.957  0.128
H  4.796  3.362  1.231  0.120
H  3.763  1.165  0.690  0.102

(3)
Below is 8 unconnected molecules or ions with the total composition C19H57N3O11 at a distorted geometry, with properties calculated with wB97M-V/def2-TZVPD.

frontier orbital gap = 8.70 eV
total energy = -1749.81575 hartree
lowest unoccupied orbital energy = 0.015 Eh

Last column: Löwdin charge in e.
CARTESIAN COORDINATES (ANGSTROEM)
O  -3.985  0.062  1.350  -0.060
H  -4.115  0.283  0.427  0.036
H  -4.247  0.851  1.824  -0.026
O  -0.576  1.518  -1.308  -0.089
H  -0.709  1.168  -0.427  -0.052
H  -0.381  0.749  -1.845  -0.057
O  0.304  2.641  2.258  -0.058
H  0.172  1.909  1.656  -0.026
H  1.251  2.671  2.396  0.029
O  -0.792  0.488  1.079  -0.056
H  -1.730  0.373  1.234  0.039
H  -0.403  -0.350  1.328  0.013
C  -1.534  -2.992  0.265  -0.062
O  -0.912  -2.340  -0.883  -0.196
C  -1.832  -1.805  -1.800  -0.219
C  -1.227  -1.420  -3.200  -0.126
N  -0.031  -0.534  -2.926  -0.102
C  0.512  -0.017  -4.192  -0.143
C  1.329  -1.125  -4.965  -0.209
O  2.676  -1.293  -4.580  -0.172
C  2.871  -2.049  -3.398  -0.086
H  -0.764  -3.667  0.641  0.081
H  -2.378  -3.632  0.008  0.089
H  -1.754  -2.240  1.023  0.070
H  -2.287  -0.920  -1.355  0.108
H  -2.688  -2.464  -1.946  0.111
H  -1.908  -0.971  -3.922  0.119
H  -0.815  -2.289  -3.713  0.094
H  0.560  -1.058  -2.296  0.071
H  1.193  0.764  -3.854  0.123
H  -0.295  0.362  -4.819  0.117
H  1.398  -0.749  -5.986  0.114
H  0.784  -2.068  -5.007  0.105
H  2.492  -1.447  -2.572  0.062
H  3.945  -2.210  -3.306  0.073
H  2.426  -3.044  -3.357  0.097
C  2.245  0.131  -0.125  -0.101
O  3.476  -0.513  -0.374  -0.191
C  3.599  -1.751  0.321  -0.191
C  5.073  -2.347  0.198  -0.213
N  5.446  -2.728  -1.133  -0.075
C  6.888  -3.151  -1.176  -0.177
C  7.238  -3.809  -2.591  -0.178
O  7.040  -2.923  -3.746  -0.186
C  8.138  -1.994  -3.726  -0.115
H  1.514  -0.580  -0.510  0.063
H  2.196  1.052  -0.707  0.103
H  1.955  0.264  0.917  0.076
H  2.975  -2.567  -0.042  0.117
H  3.454  -1.608  1.392  0.109
H  5.195  -3.248  0.800  0.114
H  5.817  -1.613  0.509  0.110
H  5.372  -1.997  -1.825  0.088
H  7.181  -3.776  -0.332  0.113
H  7.516  -2.263  -1.119  0.091
H  6.574  -4.665  -2.717  0.113
H  8.275  -4.127  -2.490  0.102
H  7.999  -1.277  -2.917  0.075
H  8.180  -1.466  -4.678  0.088
H  9.105  -2.468  -3.558  0.082
C  -7.987  2.021  0.248  -0.107
O  -6.730  2.132  0.859  -0.193
C  -6.734  2.980  1.956  -0.220
C  -5.281  3.490  2.182  -0.186
N  -4.457  2.455  2.785  -0.080
C  -3.053  2.796  3.021  -0.179
C  -2.821  4.177  3.568  -0.232
O  -3.617  4.432  4.732  -0.189
C  -3.579  5.795  5.155  -0.103
H  -8.279  3.019  -0.077  0.084
H  -8.736  1.685  0.965  0.087
H  -7.912  1.337  -0.597  0.093
H  -7.083  2.447  2.840  0.127
H  -7.359  3.846  1.737  0.117
H  -5.272  4.344  2.859  0.104
H  -4.853  3.936  1.285  0.131
H  -4.950  2.414  3.665  0.114
H  -2.457  2.516  2.153  0.111
H  -2.711  2.084  3.772  0.126
H  -2.894  4.959  2.812  0.119
H  -1.762  4.302  3.792  0.119
H  -3.774  6.538  4.382  0.083
H  -2.590  6.037  5.545  0.084
H  -4.315  5.924  5.949  0.087
C  -0.179  -1.394  3.625  -0.101
O  0.401  -1.672  2.338  -0.160
H  0.574  -0.910  4.247  0.082
H  -0.944  -0.633  3.471  0.077
H  -0.535  -2.289  4.136  0.087
H  0.890  -2.496  2.390  0.090